Entry 1:
14
Properties=species:S:1:pos:R:3 method="wB97M-V/def2-TZVPD" smiles="[H]/N=C1/CC=CN1N" e_lumo_ev=0.80 multiplicity=1 gap_ev=9.01 total_charge=0
H 0.879 -2.051 0.236
N 0.107 -1.897 -0.535
C 0.090 -0.562 -0.538
C -0.678 0.157 -1.449
C -0.740 1.535 -0.621
C -0.360 1.342 0.661
N 0.544 0.158 0.547
N 0.927 -0.562 1.562
H 0.001 0.510 -2.384
H -1.614 -0.154 -1.981
H -1.474 2.291 -0.837
H -0.376 2.018 1.563
H 0.050 -1.277 2.095
H 1.609 -0.057 1.975

***

Entry 2:
26
Properties=species:S:1:pos:R:3 method="wB97M-V/def2-TZVPD" e_lumo_ev=-3.38 multiplicity=1 gap_ev=10.66 total_charge=+1
C 2.430 1.074 -1.536
C 1.585 0.246 -0.561
C 0.165 -0.003 -1.059
C -0.878 0.194 0.135
C -0.565 -0.995 1.037
C -2.255 0.329 -0.375
N 2.324 -0.962 -0.068
H 3.422 0.847 -2.003
H 1.881 1.265 -2.497
H 2.736 2.070 -1.110
H 1.418 0.910 0.399
H -0.041 -1.127 -1.417
H 0.006 0.563 -1.991
H -0.637 1.192 0.640
H -0.582 -1.967 0.424
H -1.320 -1.254 1.830
H 0.325 -0.950 1.622
H -2.867 0.985 0.207
H -2.208 0.935 -1.312
H -3.010 -0.499 -0.547
H 3.190 -1.190 -0.652
H 2.532 -0.872 0.824
H 1.879 -1.798 -0.125
H -2.615 0.894 2.822
H -3.606 -0.286 2.915
O -3.309 0.401 2.402

***

Entry 3:
25
Properties=species:S:1:pos:R:3 method="wB97M-V/def2-TZVPD" e_lumo_ev="0.65 / -1.02" multiplicity=3 gap_ev="6.57 / 8.26" total_charge=0
C -3.675 -0.194 0.368
C -3.498 0.705 -0.602
C -2.536 -0.676 1.167
C -2.252 1.238 -0.892
C -1.380 0.074 1.013
C -1.244 1.089 0.088
C 2.781 -1.684 0.457
C 1.882 -1.364 -0.445
C 3.354 -3.159 0.637
C 0.928 3.101 -1.464
Si 0.469 1.723 -0.121
Cl 1.488 1.971 1.531
H -4.605 -0.734 0.500
H -4.289 0.838 -1.296
H -2.778 -1.407 1.987
H -2.172 2.010 -1.546
H -0.491 -0.349 1.635
H 3.057 -1.077 1.264
H 1.635 -1.962 -1.312
H 3.976 -3.207 1.501
H 3.779 -3.582 -0.221
H 2.483 -3.718 0.654
H 1.967 3.076 -1.559
H 0.340 3.211 -2.368
H 0.779 4.077 -0.978

***

Entry 4:
108
Properties=species:S:1:pos:R:3 method="wB97M-V/def2-TZVPD" e_lumo_ev=-0.06 multiplicity=1 gap_ev=1.20 total_charge=-1
C 6.935 -0.824 1.246
C 5.580 0.153 1.198
C 4.889 0.142 -0.315
C 3.286 -0.207 -0.303
C 2.317 1.115 -0.613
C 2.136 2.099 0.687
C 0.580 2.417 1.102
C -0.413 1.107 1.058
C -1.482 1.104 -0.189
C -2.205 -0.392 -0.191
C -3.838 -0.329 -0.054
O -4.384 -0.901 1.186
C -4.027 -2.319 1.355
H 6.572 -1.908 0.930
H 7.706 -0.431 0.458
H 6.005 1.253 1.377
H 4.803 -0.167 2.028
H 5.453 -0.704 -0.929
H 5.096 1.148 -0.882
H 3.101 -0.964 -1.206
H 2.946 -0.776 0.689
H 2.877 1.747 -1.445
H 1.319 0.744 -1.099
H 2.646 1.600 1.639
H 2.676 3.127 0.458
H 0.602 2.778 2.238
H 0.135 3.341 0.493
H 0.237 0.114 0.978
H -1.057 1.139 2.055
H -0.959 1.227 -1.255
H -2.281 1.978 -0.116
H -1.951 -0.896 -1.241
H -1.660 -1.038 0.619
H -4.329 -0.760 -1.044
H -4.132 0.828 -0.045
H -3.535 -2.815 0.412
H -4.912 -3.008 1.715
H -3.198 -2.355 2.211
C -1.618 8.027 3.396
C -1.911 6.751 2.911
C -1.175 5.649 3.350
C -0.144 5.837 4.282
C 0.157 7.117 4.764
C -0.585 8.212 4.316
N 0.617 4.679 4.766
O 0.332 3.565 4.302
O 1.497 4.881 5.615
H -2.199 8.882 3.055
H -2.717 6.615 2.193
H -1.416 4.662 2.963
H 0.957 7.278 5.484
H -0.360 9.210 4.686
C -8.531 5.152 2.782
C -7.775 5.474 3.910
C -6.804 6.475 3.839
C -6.601 7.153 2.630
C -7.353 6.827 1.494
C -8.319 5.823 1.576
N -5.599 8.224 2.556
O -4.941 8.470 3.578
O -5.472 8.823 1.479
H -9.291 4.375 2.843
H -7.944 4.946 4.846
H -6.223 6.714 4.728
H -7.202 7.342 0.547
H -8.911 5.564 0.700
C -2.437 -5.524 -5.009
C -2.522 -6.275 -3.835
C -1.973 -5.785 -2.649
C -1.341 -4.534 -2.648
C -1.248 -3.781 -3.826
C -1.799 -4.283 -5.007
N -0.784 -4.002 -1.399
O -0.870 -4.706 -0.382
O -0.263 -2.877 -1.431
H -2.872 -5.908 -5.930
H -3.020 -7.242 -3.845
H -2.048 -6.383 -1.743
H -0.756 -2.810 -3.841
H -1.734 -3.704 -5.926
C -2.169 -11.836 -0.119
C -1.110 -11.893 -1.026
C -1.195 -11.217 -2.245
C -2.349 -10.480 -2.544
C -3.417 -10.428 -1.639
C -3.322 -11.110 -0.424
N -2.434 -9.747 -3.813
O -1.477 -9.834 -4.596
O -3.457 -9.080 -4.027
H -2.096 -12.360 0.832
H -0.216 -12.462 -0.781
H -0.361 -11.271 -2.941
H -4.321 -9.864 -1.861
H -4.144 -11.073 0.286
C 9.531 1.166 -0.942
C 10.590 1.109 -1.849
C 10.505 1.785 -3.068
C 9.351 2.522 -3.368
C 8.283 2.574 -2.462
C 8.378 1.892 -1.248
N 9.266 3.255 -4.636
O 10.223 3.168 -5.419
O 8.243 3.922 -4.850
H 9.604 0.642 0.009
H 11.484 0.540 -1.605
H 11.339 1.731 -3.764
H 7.379 3.139 -2.684
H 7.556 1.929 -0.537

***

Entry 5:
32
Properties=species:S:1:pos:R:3 method="wB97M-V/def2-TZVPD" e_lumo_ev="-5.28 / -4.80" multiplicity=4 gap_ev="7.40 / 8.93" total_charge=+1
Re -1.267 -0.758 0.885
O 0.765 0.059 1.951
C 1.501 1.015 1.186
C 0.579 2.161 0.809
N -0.590 1.645 0.067
C -1.822 2.347 0.389
C -2.357 1.874 1.739
O -2.806 2.546 2.603
O -2.266 0.518 1.836
C -0.381 1.442 -1.355
C -1.011 0.135 -1.853
O -0.843 -0.339 -2.927
O -1.809 -0.421 -0.905
H 0.621 0.360 2.859
H 1.827 0.472 0.299
H 2.389 1.336 1.730
H 1.124 2.917 0.237
H 0.217 2.657 1.712
H -2.579 2.117 -0.364
H -1.695 3.431 0.417
H 0.688 1.390 -1.565
H -0.768 2.260 -1.969
N 2.998 -2.989 -1.612
N 1.694 -2.882 -1.175
N 0.824 -3.839 -1.367
C -0.230 -3.386 -0.716
N 0.033 -2.201 -0.152
N 1.280 -1.887 -0.459
H 3.001 -3.589 -2.433
H 3.347 -2.062 -1.840
H -1.167 -3.909 -0.645
Br -1.301 -2.419 2.617

***

Entry 6:
13
Properties=species:S:1:pos:R:3 method="wB97M-V/def2-TZVPD" smiles="[H]/N=C(/N)[C@H](S)C=S" e_lumo_ev=-0.94 multiplicity=1 gap_ev=8.04 total_charge=0
H -0.422 -1.644 -1.012
N 0.116 -1.971 -0.080
C 0.191 -0.808 0.470
N 0.679 -0.644 1.796
C -0.601 0.449 -0.150
S -1.728 -0.273 -1.405
C 0.300 1.595 -0.509
S 1.851 1.282 -0.941
H 1.068 -1.607 2.200
H 0.421 0.191 2.257
H -1.381 0.732 0.519
H -0.726 -0.077 -2.490
H 0.232 2.776 -0.655

***

Please write out number 6 again, unchanged.
13
Properties=species:S:1:pos:R:3 method="wB97M-V/def2-TZVPD" smiles="[H]/N=C(/N)[C@H](S)C=S" e_lumo_ev=-0.94 multiplicity=1 gap_ev=8.04 total_charge=0
H -0.422 -1.644 -1.012
N 0.116 -1.971 -0.080
C 0.191 -0.808 0.470
N 0.679 -0.644 1.796
C -0.601 0.449 -0.150
S -1.728 -0.273 -1.405
C 0.300 1.595 -0.509
S 1.851 1.282 -0.941
H 1.068 -1.607 2.200
H 0.421 0.191 2.257
H -1.381 0.732 0.519
H -0.726 -0.077 -2.490
H 0.232 2.776 -0.655

***

Copy entry 5 word for word.
32
Properties=species:S:1:pos:R:3 method="wB97M-V/def2-TZVPD" e_lumo_ev="-5.28 / -4.80" multiplicity=4 gap_ev="7.40 / 8.93" total_charge=+1
Re -1.267 -0.758 0.885
O 0.765 0.059 1.951
C 1.501 1.015 1.186
C 0.579 2.161 0.809
N -0.590 1.645 0.067
C -1.822 2.347 0.389
C -2.357 1.874 1.739
O -2.806 2.546 2.603
O -2.266 0.518 1.836
C -0.381 1.442 -1.355
C -1.011 0.135 -1.853
O -0.843 -0.339 -2.927
O -1.809 -0.421 -0.905
H 0.621 0.360 2.859
H 1.827 0.472 0.299
H 2.389 1.336 1.730
H 1.124 2.917 0.237
H 0.217 2.657 1.712
H -2.579 2.117 -0.364
H -1.695 3.431 0.417
H 0.688 1.390 -1.565
H -0.768 2.260 -1.969
N 2.998 -2.989 -1.612
N 1.694 -2.882 -1.175
N 0.824 -3.839 -1.367
C -0.230 -3.386 -0.716
N 0.033 -2.201 -0.152
N 1.280 -1.887 -0.459
H 3.001 -3.589 -2.433
H 3.347 -2.062 -1.840
H -1.167 -3.909 -0.645
Br -1.301 -2.419 2.617